Molecular formula: C14H39InN3Na3O8S
Method: DFT, ωB97M-V/def2-TZVPD

Summary:
Spin multiplicity = 1
Charge = +4
Max |F| = 3.2 eV Å⁻¹
HOMO = -15.8 eV
Frontier orbital gap = 1.5 eV

```
69
Properties=species:S:1:pos:R:3:forces:R:3
In 21.588730 -32.463480 7.405440 -0.0581 -0.1372 0.1639
Na 28.351270 -33.068370 7.355460 0.0040 0.1523 -0.0072
Na 25.227990 -30.768820 2.115970 0.2350 -0.0832 0.0361
Na 22.812990 -26.284760 4.799740 0.1222 0.2180 0.2730
S 25.957360 -29.223320 6.717440 -0.1908 -1.2541 -1.4885
O 27.117500 -29.331290 7.548230 2.4357 0.0556 2.0083
O 26.138720 -28.126780 5.792720 -0.3156 1.2979 -1.1631
O 25.807180 -30.495950 6.000210 -0.3653 -1.1292 -1.2570
O 24.803940 -29.067900 7.561540 -2.0057 0.6644 1.3182
C 23.609540 -37.241230 2.938160 1.1819 -0.3750 0.8369
C 24.571740 -37.219520 4.190230 0.5819 -0.1719 -0.6022
C 25.942960 -36.481620 4.004800 -1.3997 -0.8010 -1.5119
O 26.876350 -36.550340 5.049440 -0.7020 1.5189 1.1303
C 27.287380 -37.840460 5.479880 0.0088 0.0548 -0.5019
N 23.888020 -36.655270 5.347870 -0.1336 -0.2598 0.1970
H 24.138150 -36.771790 2.108520 -0.5064 0.1443 -0.2288
H 22.618650 -36.840950 3.152670 0.3069 0.6255 0.0067
H 23.388150 -38.274260 2.669920 0.3341 -0.0216 -0.1595
H 24.820320 -38.259900 4.399800 -0.0305 -0.1884 -0.1018
H 25.653800 -35.461400 3.752530 0.3850 0.5466 0.7022
H 26.379790 -36.823020 3.066340 0.2456 -0.4858 -0.1162
H 28.167790 -38.047140 4.871390 -0.2658 -0.9968 -0.0772
H 26.426460 -38.506380 5.421120 0.5806 -0.5181 -0.3414
H 27.607390 -37.872810 6.521350 -0.0888 0.6350 0.0625
H 23.161220 -37.341240 5.493850 -0.7431 0.1855 0.3406
H 24.501660 -36.855410 6.124720 0.2472 0.2865 0.4855
C 28.798110 -22.565470 3.620590 -0.7408 -0.2578 -3.0872
C 29.855290 -22.811160 4.594760 -1.1270 -1.0902 2.3239
C 30.421320 -21.406390 5.189830 0.9854 -0.0059 1.0695
O 30.778270 -20.436320 4.287370 -1.1623 -0.5313 -0.8351
C 31.805390 -20.719490 3.349440 0.2160 1.0184 -0.0002
N 29.294750 -23.679580 5.664900 1.2722 0.5331 -0.4755
H 28.639850 -23.451500 3.005770 -0.0438 -0.7277 0.2796
H 29.148120 -21.943820 2.796490 -0.0483 0.7542 0.3897
H 27.780950 -22.278770 3.887580 0.4296 0.4319 0.7337
H 30.671810 -23.426960 4.217680 0.6263 0.6292 -0.4623
H 31.298840 -21.625560 5.798130 0.3698 -0.6784 0.0221
H 29.727910 -20.978630 5.913920 -0.5259 -0.0416 -0.5036
H 32.726650 -20.913340 3.898810 0.1409 -0.3203 -0.2680
H 31.904200 -19.827330 2.731080 0.1761 0.2260 0.4146
H 31.560720 -21.459000 2.586970 -0.2297 -0.7727 0.4340
H 28.633480 -24.390390 5.386380 -0.6575 0.4981 -0.4101
H 29.991480 -24.203950 6.174500 0.4179 0.3900 0.4070
C 31.070640 -30.627810 12.724700 1.9175 1.1327 0.3062
C 29.928670 -31.411870 13.315760 1.4401 -0.0383 -1.8566
C 29.063850 -30.528780 14.221250 -2.3017 0.0249 0.8755
O 27.904740 -31.194360 14.654500 0.0309 -2.2578 1.3828
C 28.123250 -32.006180 15.867090 -1.2721 1.1127 -0.4520
N 29.231600 -31.786400 12.123420 -2.3519 -0.4088 -0.4627
H 30.717580 -29.738430 12.202730 -0.1870 0.1157 0.0772
H 31.681930 -31.165430 11.999860 -0.5383 -0.5150 -0.0900
H 31.848240 -30.299830 13.414540 -0.3650 0.1816 0.5244
H 30.306240 -32.382930 13.636040 -0.1380 0.3080 1.2967
H 28.500090 -29.769980 13.678570 1.2402 0.6016 -0.8161
H 29.481700 -30.066940 15.115790 1.0232 -0.0845 -0.2295
H 27.165150 -32.401880 16.204080 -0.1381 0.0070 -0.4868
H 28.371740 -31.271410 16.632900 0.7780 -0.4197 0.2020
H 28.783750 -32.860980 15.721660 0.4302 0.3881 -0.0334
H 28.758110 -30.991020 11.719350 0.4630 0.7251 -0.4577
H 28.411810 -32.328770 12.355530 -0.0390 -0.8400 0.2365
C 25.882280 -25.430600 10.843030 -0.0978 1.5465 1.6491
C 24.547080 -25.810220 11.599030 2.4321 -1.1602 -0.6815
O 23.569960 -26.142200 10.677110 -1.9361 0.7002 -0.9206
H 26.754220 -25.477430 11.495420 0.0983 -0.9496 0.1039
H 25.890210 -24.342040 10.787690 -0.4591 0.2431 -0.7293
H 26.117890 -25.818500 9.852010 -0.4288 -0.4554 0.2175
H 24.273640 -25.012340 12.289490 -0.4412 -0.0041 -0.4561
H 24.671010 -26.722470 12.182590 0.5579 0.0479 0.5391
H 23.876240 -26.822920 10.073440 0.3205 -0.0199 0.2247
```
Positions in Å, forces in eV/Å.

=====

Molecular formula: C21H36NO10P
Method: DFT, ωB97M-V/def2-TZVPD

Summary:
Spin multiplicity = 1
SMILES = CC(=O)OCCCCCC[C@H]1COC(=O)[C@@]1(C)[PH2]=N.C[C@@H]1COC(=O)O1.C[C@@H]1COC(=O)O1
Charge = 0
Max |F| = 2.0 eV Å⁻¹
HOMO = -8.6 eV
Frontier orbital gap = 9.0 eV

```
69
Properties=species:S:1:pos:R:3:forces:R:3
C -2.952778 -3.331863 0.802841 -0.0419 0.4586 0.2333
C -2.557817 -2.562427 2.029785 -0.9707 -0.0958 1.5012
O -3.205729 -2.556308 3.057468 0.9185 0.0366 -1.2418
O -1.369008 -1.883462 1.935930 -0.2444 0.0609 0.1872
C -1.562415 -0.550527 1.421651 -0.2959 -0.2037 -0.1662
C -0.273331 0.104448 1.041784 0.4138 0.3031 0.2479
C 0.642212 0.488537 2.200915 -0.2860 0.0448 -0.1923
C 1.051073 -0.632693 3.132630 0.0645 0.3089 0.1531
C 1.929543 -1.686935 2.465836 0.1062 -0.1725 0.3931
C 1.563408 -3.111358 2.865275 0.7844 0.4208 0.0857
C 2.230672 -4.207956 2.058289 -1.1181 -1.6104 0.2575
C 1.618080 -5.560048 2.506964 0.0859 0.3195 -0.3441
O 1.778587 -6.476615 1.420967 0.2716 -0.4425 -0.4330
C 1.963071 -5.812880 0.261346 0.5385 -0.4586 -1.1819
O 2.079724 -6.347310 -0.826791 -0.1738 0.7292 1.8041
C 1.972631 -4.320706 0.558141 -0.6889 0.6929 -0.4189
C 2.881517 -3.499396 -0.344841 0.2616 -0.2340 -0.1974
P 0.249497 -3.765236 0.094100 0.1801 -0.0603 -1.0729
N -0.184350 -3.910337 -1.405390 0.2749 0.0372 0.4358
H -2.359903 -3.027495 -0.048133 0.0258 -0.1535 -0.3296
H -4.002117 -3.160292 0.615785 -0.3132 0.0212 -0.0898
H -2.829242 -4.386583 1.010055 0.0665 -0.2632 -0.0780
H -2.195361 -0.621879 0.537480 -0.1981 0.0083 -0.1561
H -2.090949 0.031136 2.172299 -0.0999 0.1283 0.1985
H -0.560625 1.030522 0.550168 -0.0505 0.2135 -0.2080
H 0.269395 -0.454249 0.288529 -0.0001 -0.2635 -0.1707
H 0.135042 1.272674 2.756337 -0.0937 0.1334 0.3076
H 1.523726 0.951453 1.780506 0.2767 0.1320 -0.1090
H 1.624686 -0.178613 3.933741 0.0696 0.0941 0.2911
H 0.172104 -1.059324 3.603582 -0.1280 -0.2686 -0.0015
H 2.943008 -1.525952 2.820161 0.3664 0.0744 -0.2085
H 1.966968 -1.557661 1.391392 -0.1530 0.0334 -0.2518
H 0.489958 -3.248244 2.927615 -0.2910 -0.0186 -0.2841
H 1.929390 -3.227685 3.882923 -0.1414 -0.1428 0.3463
H 3.295674 -4.303505 2.245188 0.3509 0.4494 -0.0578
H 0.549184 -5.466550 2.650696 -0.2614 0.1190 0.3577
H 2.081336 -5.973502 3.389662 0.1191 -0.1857 0.1803
H 2.473969 -2.519363 -0.559980 -0.0578 0.2830 0.0222
H 3.037355 -3.992765 -1.296442 -0.0660 -0.1815 -0.1833
H 3.851706 -3.370721 0.119438 0.2401 0.0515 0.1501
H 0.236235 -2.427356 0.494271 0.0852 -0.3447 0.2975
H -0.623653 -4.418083 0.988470 0.2527 0.1329 0.2601
H 0.520826 -4.371383 -1.965156 -0.1576 -0.2046 -0.2411
C 0.616032 3.612638 -3.949659 -0.2112 0.1520 0.1362
C 1.476050 2.687276 -3.128563 -0.1379 0.1512 -0.1936
C 0.820912 1.393892 -2.708319 0.0402 -0.2075 -0.0055
O 1.542469 1.077785 -1.503126 -0.0599 0.0455 -0.0798
C 1.930616 2.253290 -0.953178 -0.1054 0.0417 -0.1398
O 2.333473 2.378233 0.157013 0.1523 0.0610 0.0783
O 1.779369 3.263499 -1.838901 0.0495 -0.0867 0.0148
H 0.990246 4.634380 -3.889722 0.1228 -0.0326 -0.0707
H 0.607226 3.307830 -4.995214 0.0486 -0.0439 -0.0009
H -0.410037 3.611770 -3.583083 0.0003 -0.0104 0.0099
H 2.427152 2.494073 -3.632290 0.0350 -0.0164 0.0620
H 0.918113 0.590455 -3.433394 0.1162 -0.0830 0.1208
H -0.231823 1.529326 -2.449697 -0.0167 0.0766 -0.0713
C -3.116355 8.011182 -1.721726 0.0359 -0.0003 -0.2299
C -3.069080 6.520526 -1.492392 -0.0108 0.2827 -0.0299
C -1.689845 5.908550 -1.420367 0.0615 -0.1249 0.1370
O -1.947693 4.557869 -1.836607 0.0980 0.0977 0.0395
C -3.010883 4.593026 -2.679736 -0.0275 0.1653 0.0590
O -3.341448 3.693836 -3.378001 -0.0274 -0.1590 -0.0923
O -3.623607 5.797082 -2.612018 0.0385 -0.0668 0.0618
H -4.086328 8.303943 -2.119803 -0.0603 -0.0215 0.0978
H -2.949883 8.542975 -0.785935 0.0045 -0.0181 0.0272
H -2.356309 8.326670 -2.437548 -0.0035 -0.0380 -0.0228
H -3.654985 6.253629 -0.608848 -0.0086 -0.0599 -0.0113
H -1.247204 5.924057 -0.428026 -0.0245 -0.1747 0.0039
H -0.999479 6.360698 -2.136348 -0.0317 0.0879 0.0073
```
Positions in Å, forces in eV/Å.

=====

Molecular formula: C3H3NO2
Method: DFT, ωB97M-V/def2-TZVPD

Summary:
Spin multiplicity = 1
SMILES = O=NOC1C=C1
Charge = 0
Max |F| = 1.9 eV Å⁻¹
HOMO = -9.9 eV
Frontier orbital gap = 10.4 eV

```
9
Properties=species:S:1:pos:R:3:forces:R:3
C 0.340343 -0.719396 -0.399407 -0.5775 1.2292 -0.2448
C -0.764612 0.187005 0.035898 1.1024 -0.2180 0.0930
C 0.398325 0.454964 0.546882 -0.2559 -1.7457 -0.3398
N -0.528626 -2.948094 0.150031 -0.8933 -0.2939 -0.3252
O -0.216466 -4.088506 0.127609 0.3918 1.8083 0.1527
O 0.547686 -2.066467 -0.009207 0.8874 -1.2381 0.5061
H 0.786633 -0.617791 -1.385516 -0.1172 -0.0386 0.0180
H -1.779834 0.474345 -0.071555 -0.5988 -0.0237 -0.0096
H 1.073877 0.896920 1.240799 0.0610 0.5206 0.1497
```
Positions in Å, forces in eV/Å.

=====

Molecular formula: C4H13NO2P
Method: DFT, ωB97M-V/def2-TZVPD

Summary:
Spin multiplicity = 1
SMILES = CO[P@@H](=O)C[NH+](C)C
Charge = +1
Max |F| = 4.4 eV Å⁻¹
HOMO = -15.1 eV
Frontier orbital gap = 12.3 eV

```
21
Properties=species:S:1:pos:R:3:forces:R:3
C 0.860521 -2.163852 1.160633 -2.1087 -0.4969 -0.5340
C -1.418118 -1.361732 1.069563 -2.6329 -0.2233 -0.6291
C 0.889938 3.056821 -1.577122 -1.3892 -1.9102 -0.4823
C 0.262910 0.116630 0.328271 3.9454 -1.0055 0.0545
N -0.148378 -1.308800 0.430994 1.1702 -0.6936 -0.8380
O -1.028573 -0.317245 -1.968935 -0.7581 -3.2765 -1.5615
O 0.518082 1.682198 -1.946275 -0.1956 -0.2957 0.3724
P -0.517929 0.757771 -1.190358 0.5363 4.2114 1.1254
H 0.751468 -1.873063 2.164954 -0.6406 -0.2935 1.6299
H 0.775393 -3.249421 0.986216 -0.1334 0.7418 -0.0241
H 1.770351 -1.751678 0.980987 2.9462 0.4663 -1.3563
H -1.263034 -1.088074 2.079415 -0.4749 0.4499 1.0579
H -2.104875 -0.716532 0.476062 0.3062 -0.1952 0.9025
H -1.846343 -2.357672 0.982893 0.1625 -0.1617 0.2473
H 1.224892 3.014223 -0.608691 1.0068 0.1378 2.4603
H -0.007606 3.609764 -1.596379 -0.7144 1.1220 -0.4225
H 1.676068 3.368275 -2.196192 0.6678 0.4178 -1.1507
H 1.441172 0.123196 0.316954 -2.1142 0.0347 -0.8243
H 0.153828 0.528936 1.303280 -0.9815 0.9222 0.5710
H -0.393767 -1.588232 -0.528903 0.8471 -0.3343 -0.3917
H -1.596002 1.518488 -0.667366 0.5550 0.3825 -0.2068
```
Positions in Å, forces in eV/Å.